No. 1
This record from the OMol25 dataset describes a 2-piece molecular cluster, C3H4O3 overall. The level of theory is ωB97M-V/def2-TZVPD.

```
10
Properties=species:S:1:pos:R:3
O -1.685 -1.440 0.760
C -0.984 -0.535 0.432
C 0.130 0.195 1.239
O 0.612 1.036 0.384
C -0.029 0.978 -0.930
O -1.072 0.080 -0.803
H 1.382 -1.646 0.500
H 1.375 -1.291 1.162
H 0.715 0.623 -1.647
H -0.377 1.986 -1.156
```

Calculated values
Energy above the lowest of the compared OMol25 structures with the same formula, charge and spin   426.1 kJ/mol
Frontier orbital gap   9.20 eV

=====

No. 2
This record from the OMol25 dataset describes one molecule with the formula C4H4ClNO2S at a distorted geometry. The level of theory is ωB97M-V/def2-TZVPD.

```
13
Properties=species:S:1:pos:R:3
C 1.630 1.661 -2.024
C 0.218 -0.146 -0.743
C 1.245 1.102 -0.842
C -1.441 -0.288 1.443
N 1.754 2.231 -2.994
O -0.842 -2.344 -0.074
O 0.987 -1.548 1.395
S -0.173 -1.289 0.633
Cl 1.884 1.603 0.675
H -0.215 -0.537 -1.661
H -1.871 0.062 0.490
H -2.226 -0.924 1.672
H -0.949 0.418 2.031
```

Calculated values
Energy above the lowest of the compared OMol25 structures with the same formula, charge and spin   250.3 kJ/mol
Frontier orbital gap (spin up / spin down)   8.21 / 8.30 eV
SMILES   CS(=O)(=O)/C=C(\Cl)C#N

=====

No. 3
This record from the OMol25 dataset describes a 13-piece molecular cluster, C48H119F8N7O24P4 overall at a distorted geometry. The level of theory is ωB97M-V/def2-TZVPD.

```
210
Properties=species:S:1:pos:R:3
C 1.111 -3.901 -0.269
C -0.111 -3.341 0.416
C -0.533 -1.921 -0.135
C 0.350 -0.827 0.381
N -0.225 0.633 0.486
C 0.847 1.654 0.908
C 0.172 2.467 2.028
C -1.314 2.222 2.009
C -1.353 0.737 1.536
C -0.794 1.050 -0.873
H 1.496 -4.742 0.308
H 2.010 -3.285 -0.283
H 0.819 -4.198 -1.276
H 0.061 -3.420 1.489
H -0.898 -4.073 0.231
H -1.547 -1.721 0.209
H -0.545 -1.834 -1.221
H 1.240 -0.905 -0.244
H 0.677 -0.931 1.416
H 1.039 2.221 -0.003
H 1.679 1.121 1.369
H 0.392 3.529 1.915
H 0.636 2.128 2.954
H -1.888 2.763 1.257
H -1.758 2.255 3.003
H -2.298 0.513 1.040
H -1.123 0.025 2.328
H -1.363 1.955 -0.661
H -1.443 0.252 -1.234
H 0.035 1.242 -1.554
P 0.825 0.183 5.733
F -0.390 0.356 4.629
F 1.399 1.638 5.250
F -0.097 0.918 6.839
F 1.955 0.116 6.981
F 0.148 -1.195 6.221
F 1.852 -0.623 4.737
C -3.698 -3.964 0.454
C -4.272 -3.294 1.737
C -3.271 -2.712 2.759
O -2.308 -3.692 3.206
C -2.892 -4.764 3.837
N -5.224 -2.319 1.274
H -3.185 -3.157 -0.069
H -4.435 -4.434 -0.198
H -2.992 -4.715 0.808
H -4.906 -4.023 2.241
H -3.795 -2.278 3.611
H -2.740 -1.877 2.300
H -3.452 -5.420 3.170
H -3.613 -4.635 4.644
H -2.057 -5.381 4.169
H -5.965 -2.676 0.687
H -4.704 -1.683 0.687
C -3.354 -4.743 -4.763
C -2.435 -5.759 -4.325
C -1.728 -5.319 -3.054
O -1.042 -4.048 -2.992
C 0.244 -4.052 -3.635
N -3.094 -7.031 -4.223
H -4.186 -4.566 -4.081
H -3.864 -5.090 -5.663
H -2.859 -3.780 -4.890
H -1.631 -5.967 -5.030
H -0.974 -6.075 -2.837
H -2.506 -5.421 -2.297
H 0.123 -4.205 -4.707
H 0.943 -4.811 -3.282
H 0.779 -3.121 -3.447
H -3.478 -7.378 -5.091
H -3.944 -6.944 -3.684
C 3.243 3.425 -3.984
C 3.481 4.875 -3.435
C 3.948 4.917 -1.969
O 2.992 4.269 -1.107
C 1.665 4.825 -1.097
N 4.546 5.468 -4.214
H 2.705 3.502 -4.929
H 2.639 2.917 -3.231
H 4.180 2.894 -4.150
H 2.556 5.440 -3.549
H 4.150 5.980 -1.835
H 4.921 4.435 -1.879
H 1.120 4.310 -0.306
H 0.983 4.627 -1.924
H 1.655 5.813 -0.637
H 5.368 4.883 -4.187
H 4.906 6.241 -3.672
C -3.132 6.982 3.305
C -1.654 7.077 3.039
C -0.800 8.278 3.651
O -1.321 9.554 3.409
C -0.813 10.558 4.345
N -0.958 5.790 3.263
H -3.309 6.991 4.380
H -3.605 6.141 2.798
H -3.608 7.909 2.984
H -1.571 7.231 1.963
H 0.241 8.242 3.331
H -0.684 8.075 4.716
H -1.380 10.488 5.273
H -1.102 11.552 4.005
H 0.267 10.572 4.494
H -0.850 5.583 4.245
H -0.008 5.809 2.920
C 2.452 -0.158 -3.088
C 3.462 -0.048 -1.958
C 4.946 0.001 -2.405
O 5.121 -1.079 -3.300
C 6.353 -1.447 -3.698
N 3.135 1.093 -1.130
H 2.484 -1.134 -3.572
H 2.629 0.631 -3.820
H 1.430 -0.017 -2.736
H 3.379 -0.940 -1.337
H 5.563 -0.183 -1.526
H 5.121 1.001 -2.802
H 6.226 -2.143 -4.528
H 6.991 -2.012 -3.018
H 6.879 -0.550 -4.026
H 3.772 1.103 -0.346
H 3.154 1.950 -1.663
C 4.096 -0.785 2.659
C 4.768 0.320 3.435
C 4.244 1.658 2.938
O 4.807 1.898 1.701
C 4.672 3.194 1.173
N 4.430 0.016 4.859
H 4.647 -1.651 3.027
H 4.426 -0.621 1.633
H 3.008 -0.729 2.697
H 5.839 0.229 3.257
H 4.541 2.445 3.632
H 3.165 1.748 2.815
H 4.863 3.062 0.108
H 5.187 3.978 1.729
H 3.633 3.525 1.172
H 3.444 -0.174 4.967
H 4.681 0.775 5.475
C -6.060 1.129 -1.970
O -5.176 0.346 -2.744
P -4.396 -0.980 -2.083
O -3.549 -0.759 -0.889
O -3.604 -1.534 -3.369
C -2.442 -0.781 -3.793
O -5.580 -2.075 -1.761
C -6.426 -2.483 -2.860
H -6.699 0.472 -1.380
H -6.723 1.848 -2.452
H -5.431 1.645 -1.244
H -2.618 -0.668 -4.863
H -1.593 -1.434 -3.592
H -2.260 0.249 -3.488
H -6.122 -2.106 -3.837
H -7.485 -2.224 -2.852
H -6.445 -3.573 -2.890
C 6.027 -8.144 -1.775
O 5.338 -7.030 -2.294
P 3.826 -6.652 -1.818
O 2.808 -7.732 -1.975
O 4.009 -6.050 -0.276
C 3.962 -6.892 0.905
O 3.533 -5.362 -2.768
C 4.472 -4.286 -2.931
H 7.069 -7.903 -1.562
H 6.103 -9.007 -2.436
H 5.491 -8.508 -0.899
H 3.969 -7.979 0.830
H 3.039 -6.644 1.431
H 4.918 -6.751 1.409
H 4.313 -3.982 -3.965
H 5.506 -4.619 -2.847
H 4.318 -3.411 -2.300
C -4.043 4.004 4.764
O -4.401 3.133 3.665
P -5.409 3.631 2.521
O -6.475 4.610 2.903
O -4.453 4.070 1.302
C -4.702 5.263 0.488
O -5.987 2.191 2.072
C -5.255 1.101 1.709
H -3.046 4.412 4.596
H -3.997 3.472 5.714
H -4.742 4.838 4.824
H -4.023 6.086 0.708
H -5.738 5.586 0.597
H -4.614 5.089 -0.584
H -5.659 0.531 0.872
H -4.997 0.512 2.589
H -4.329 1.441 1.244
C 0.951 -3.656 4.839
C 1.076 -4.794 3.843
O 1.879 -5.710 4.612
C 1.785 -5.369 5.911
O 1.930 -6.141 6.892
O 1.118 -4.243 6.080
F 1.835 -4.401 2.826
H -0.078 -3.298 4.805
H 1.761 -2.934 4.731
H 0.128 -5.149 3.440
C -0.384 3.855 -6.912
C -1.850 3.933 -6.507
O -1.776 3.322 -5.244
C -0.607 2.615 -5.006
O -0.354 1.956 -3.961
O 0.222 2.872 -6.032
F -2.522 3.171 -7.362
H 0.147 4.785 -6.707
H -0.175 3.779 -7.979
H -2.168 4.975 -6.493
```

Calculated values
2S+1   2
Frontier orbital gap (spin up / spin down)   8.38 / 2.86 eV
Total charge   +1

=====

No. 4
This record from the OMol25 dataset describes an isolated ion of composition CH3N2O3S and charge -1 at a distorted geometry. The level of theory is ωB97M-V/def2-TZVPD.

```
10
Properties=species:S:1:pos:R:3
C -1.021 -0.137 0.500
N 0.127 1.398 -0.962
N 0.195 0.462 -0.106
O 1.770 -1.240 -1.228
O -1.008 1.898 -1.181
O 1.776 -1.205 1.243
S 1.934 -0.434 -0.045
H -0.718 -0.365 1.494
H -1.786 0.689 0.274
H -1.271 -1.065 0.011
```

Calculated values
Energy above the lowest of the compared OMol25 structures with the same formula, charge and spin   222.6 kJ/mol
2S+1   3
Frontier orbital gap (spin up / spin down)   5.87 / 7.41 eV
Total charge   -1

=====

No. 5
This record from the OMol25 dataset describes C26H24BIIrNO3PS as an isolated structure at a distorted geometry. The level of theory is ωB97M-V/def2-TZVPD.

```
59
Properties=species:S:1:pos:R:3
Ir 0.657 -0.314 -0.960
O 0.750 3.731 -2.606
C 0.481 2.748 -1.941
O 1.004 1.605 -2.048
C -0.623 2.889 -0.828
P -1.318 1.221 -0.551
C -2.145 1.279 1.075
C -2.973 2.324 1.472
C -3.595 2.284 2.707
C -3.406 1.196 3.546
C -2.578 0.155 3.160
C -1.951 0.198 1.928
C -2.741 1.168 -1.651
C -3.882 0.458 -1.267
C -4.983 0.413 -2.095
C -4.958 1.059 -3.324
C -3.812 1.731 -3.726
C -2.698 1.772 -2.910
H -1.364 3.641 -1.110
H -0.133 3.201 0.100
H -3.138 3.171 0.820
H -4.223 3.109 3.018
H -3.904 1.175 4.505
H -2.423 -0.696 3.808
H -1.308 -0.611 1.614
H -3.890 -0.042 -0.307
H -5.866 -0.118 -1.772
H -5.820 1.028 -3.974
H -3.794 2.229 -4.686
H -1.800 2.278 -3.240
B 2.613 -4.413 -1.440
C 2.379 -2.902 -1.554
N 2.086 -1.775 -1.552
H 2.087 -4.684 -0.392
H 2.110 -4.958 -2.386
H 3.780 -4.694 -1.377
C -1.686 -4.821 5.502
C -3.149 -4.628 5.279
O -3.843 -3.736 5.672
S -3.844 -5.956 4.199
C -3.180 -5.064 2.800
C -2.028 -5.505 2.156
C -1.440 -4.708 1.200
C -1.984 -3.452 0.892
C -3.179 -3.051 1.510
C -3.770 -3.852 2.460
C -1.314 -2.594 0.010
C -0.691 -1.838 -0.729
H -1.288 -4.053 6.163
H -1.164 -4.765 4.548
H -1.513 -5.813 5.917
H -1.591 -6.459 2.416
H -0.537 -5.025 0.700
H -3.611 -2.095 1.258
H -4.663 -3.541 2.981
I 1.424 -1.480 2.631
C 1.657 0.021 1.107
H 2.731 0.129 0.958
H 1.257 0.932 1.551
```

Calculated values
Energy above the lowest of the compared OMol25 structures with the same formula, charge and spin   237.8 kJ/mol
Frontier orbital gap   6.83 eV
Total charge   -1

=====

No. 6
This record from the OMol25 dataset describes a 2-piece molecular cluster, C10H16O overall at a distorted geometry. The level of theory is ωB97M-V/def2-TZVPD.

```
27
Properties=species:S:1:pos:R:3
C -0.311 1.187 -3.894
C -0.436 0.634 -2.519
H 0.138 2.199 -3.923
H 0.557 0.787 -4.404
H -1.140 1.277 -4.519
H 0.530 0.189 -2.202
H -1.310 -0.229 -2.384
H -0.538 1.310 -1.686
C 1.190 -1.456 0.107
C 2.066 -2.564 0.927
C 0.323 -0.486 1.043
C -0.789 -0.906 1.664
C 0.745 0.860 1.191
C -1.730 -0.117 2.223
C -0.145 1.784 1.638
C -1.385 1.215 2.110
O -2.353 2.090 2.246
H 1.807 -0.738 -0.369
H 0.633 -1.949 -0.623
H 2.376 -2.093 1.854
H -0.863 -1.991 1.903
H 1.718 1.261 0.983
H -2.702 -0.527 2.601
H 0.302 2.849 2.109
H -3.243 1.641 2.205
H 3.073 -2.878 0.439
H 1.488 -3.349 1.278
```

Calculated values
Energy above the lowest of the compared OMol25 structures with the same formula, charge and spin   365.1 kJ/mol
Frontier orbital gap   8.87 eV
SMILES   CCc1ccc(O)cc1.CC

=====

No. 7
This record from the OMol25 dataset describes H2KO as an isolated structure. The level of theory is ωB97M-V/def2-TZVPD.

```
4
Properties=species:S:1:pos:R:3
O -2.541 -0.234 -1.460
H -3.386 0.104 -1.086
H -2.813 -0.775 -2.236
K -0.087 -0.008 -0.049
```

Calculated values
Energy above the lowest of the compared OMol25 structures with the same formula, charge and spin   0.0 kJ/mol
Frontier orbital gap   12.12 eV
Total charge   +1